1.
{
  "formula": "C3H3NO2",
  "method": "ωB97M-V with the def2-TZVPD basis set",
  "species": ["O", "C", "C", "O", "C", "N", "H", "H", "H"],
  "coordinates": [[1.5933, -0.0679, -0.0589], [0.7709, 0.8960, -0.3824], [0.9002, 2.1101, -1.0715], [-0.4664, 0.9346, -0.2688], [-1.6210, -1.9994, 0.6275], [-0.4784, -1.8699, 0.6067], [1.0556, -0.8286, 0.2600], [0.9305, 2.9470, -0.3616], [-2.6848, -2.1219, 0.6491]],
  "forces_ev_per_a": [[-0.2, 0.1, 0.0], [-0.1, 0.1, -0.1], [0.0, -0.1, 0.2], [0.3, 0.0, 0.0], [1.0, 0.1, 0.0], [-1.1, -0.3, 0.1], [0.0, 0.1, 0.0], [0.0, -0.1, -0.1], [0.1, 0.0, 0.0]],
  "homo_ev": -9.18,
  "de_lowest_kj_mol": 463.3,
  "charge": 0
}


2.
{
  "formula": "C3H3NO2",
  "method": "ωB97M-V with the def2-TZVPD basis set",
  "species": ["C", "O", "C", "O", "C", "N", "H", "H", "H"],
  "coordinates": [[0.9173, -0.8873, 0.5861], [-0.4630, -0.5598, 0.3557], [-1.1682, 0.4508, -0.1343], [-2.3398, 0.5532, 0.1086], [-0.5532, 1.4001, -1.0843], [-0.1434, 2.1369, -1.8762], [1.6318, -0.7208, -0.2281], [1.2626, -0.4117, 1.5097], [0.8558, -1.9613, 0.7627]],
  "forces_ev_per_a": [[0.1, -0.1, 0.1], [-0.3, -0.2, 0.1], [-0.4, -0.1, 0.1], [0.6, 0.1, -0.1], [0.8, 0.5, -0.7], [-0.4, -0.8, 0.9], [-0.5, 0.4, -0.1], [-0.1, 0.1, -0.3], [0.2, 0.1, 0.0]],
  "homo_ev": -11.61,
  "smiles": "COC(=O)C#N",
  "de_lowest_kj_mol": 187.0,
  "charge": 0
}


3.
{
  "formula": "C3H3NO2",
  "method": "ωB97M-V with the def2-TZVPD basis set",
  "species": ["O", "C", "C", "N", "C", "O", "H", "H", "H"],
  "coordinates": [[3.0758, 0.2857, 0.7260], [2.0119, 0.6519, 0.5639], [-1.1063, 1.0731, -0.0715], [-0.9198, -0.1461, -0.2281], [-0.3947, -1.3701, -0.3100], [0.7871, -1.6113, -0.1148], [-1.3428, 1.4929, 0.9165], [-0.9879, 1.7784, -0.9064], [-1.1233, -2.1544, -0.5757]],
  "forces_ev_per_a": [[-1.3, 0.4, -0.2], [1.5, -0.2, 0.3], [0.2, -0.2, 0.0], [0.1, 0.2, 0.0], [0.1, -0.1, 0.0], [-0.4, 0.0, -0.1], [-0.1, -0.1, -0.2], [-0.2, -0.1, 0.1], [0.0, 0.2, 0.0]],
  "homo_ev": -9.77,
  "de_lowest_kj_mol": 233.8,
  "charge": 0
}


4.
{
  "formula": "C3H3NO2",
  "method": "ωB97M-V with the def2-TZVPD basis set",
  "species": ["N", "C", "C", "O", "C", "O", "H", "H", "H"],
  "coordinates": [[1.6455, -1.4827, 0.0363], [0.9274, -0.5662, -0.1120], [0.2583, 0.7165, 0.0079], [0.9195, 1.7112, 0.0194], [-1.3162, 0.4555, 0.0057], [-1.6644, -0.8939, -0.0632], [-1.8230, 0.8427, 0.9763], [-1.9368, 0.9616, -0.8033], [-1.0164, -1.5981, 0.5141]],
  "forces_ev_per_a": [[-1.9, 2.0, -0.6], [3.1, -3.0, 0.9], [-2.1, 0.0, -1.1], [-0.7, 0.2, 0.3], [-1.3, 1.4, 1.8], [2.6, -3.6, 1.5], [1.4, 0.0, -1.2], [1.4, -0.4, 0.6], [-2.6, 3.3, -2.2]],
  "homo_ev": -10.95,
  "smiles": "N#CC(=O)CO",
  "de_lowest_kj_mol": 274.8,
  "charge": 0
}


5.
{
  "formula": "C3H3NO2",
  "method": "ωB97M-V with the def2-TZVPD basis set",
  "species": ["O", "C", "N", "O", "C", "C", "H", "H", "H"],
  "coordinates": [[-1.2676, -0.3946, 1.2954], [-0.5495, -0.0672, 0.2212], [-1.0703, 0.2520, -0.9006], [0.0930, 0.6433, -1.7236], [1.2370, 0.6464, -1.1104], [0.9423, -0.0171, 0.1997], [-2.2086, -0.3117, 1.0636], [1.3432, -0.9836, -0.1589], [1.4804, 0.2326, 1.1137]],
  "forces_ev_per_a": [[-0.1, -0.1, -0.1], [0.0, 0.0, -0.5], [0.1, 0.0, 0.5], [0.3, 0.3, -0.1], [-0.4, -0.1, 0.0], [0.1, 0.0, -0.1], [0.2, -0.1, 0.1], [-0.2, -0.3, 0.4], [-0.1, 0.2, -0.2]],
  "homo_ev": -9.23,
  "de_lowest_kj_mol": 431.0,
  "charge": 0
}


6.
{
  "formula": "C3H3NO2",
  "method": "ωB97M-V with the def2-TZVPD basis set",
  "species": ["N", "C", "C", "O", "C", "O", "H", "H", "H"],
  "coordinates": [[-1.1805, -2.3485, 0.1717], [-0.4772, -1.4272, 0.1077], [0.4268, -0.3287, 0.0366], [1.7791, -0.6222, 0.0896], [0.1610, 0.9733, -0.1199], [0.3220, 2.1290, -0.2307], [2.2252, 0.2363, 0.0904], [-1.6638, 0.7415, 0.3151], [-1.6745, 0.7069, -0.4346]],
  "forces_ev_per_a": [[0.8, 1.0, -0.1], [-0.6, -0.6, 0.1], [-0.1, 0.1, -0.1], [0.3, 0.1, 0.0], [0.3, 0.7, -0.1], [-0.1, -0.9, 0.1], [0.4, -0.4, 0.1], [-0.5, 0.0, 0.0], [-0.5, 0.0, 0.0]],
  "homo_ev": -9.23,
  "smiles": "N#CC(O)=C=O.[H][H]",
  "de_lowest_kj_mol": 410.4,
  "charge": 0
}


7.
{
  "formula": "C3H3NO2",
  "method": "ωB97M-V with the def2-TZVPD basis set",
  "species": ["O", "C", "C", "O", "C", "N", "H", "H", "H"],
  "coordinates": [[-0.1542, 1.4669, -0.7339], [0.0737, 0.1981, -0.3450], [-1.0745, -0.5828, 0.0556], [-2.1978, -0.1220, -0.1062], [1.3677, -0.2016, 0.0246], [2.5150, -0.6156, 0.0718], [-1.1160, 1.5880, -0.5938], [1.4840, -0.1387, 1.1608], [-0.8978, -1.5922, 0.4662]],
  "forces_ev_per_a": [[0.1, -0.4, 0.1], [-1.1, 0.3, -0.4], [0.1, 0.0, -0.3], [0.1, 0.0, 0.1], [0.9, 0.0, 1.5], [0.7, -0.4, -1.3], [0.0, 0.0, -0.1], [-0.8, 0.3, 0.4], [0.0, 0.2, -0.1]],
  "homo_ev": [-9.05, -8.87],
  "de_lowest_kj_mol": 491.3,
  "charge": 0
}


8.
{
  "formula": "C3H3NO2",
  "method": "ωB97M-V with the def2-TZVPD basis set",
  "species": ["C", "O", "C", "O", "C", "N", "H", "H", "H"],
  "coordinates": [[-1.2036, -0.2298, 0.2350], [-0.5151, 0.5948, -0.7135], [0.8120, 0.6727, -0.6960], [1.4392, 1.4111, -1.3995], [1.5115, -0.2362, 0.2456], [2.1261, -0.9205, 0.9460], [-0.6705, -1.1690, 0.4070], [-1.3201, 0.3100, 1.1784], [-2.1795, -0.4331, -0.2029]],
  "forces_ev_per_a": [[-0.1, -0.2, 0.2], [0.2, 0.1, -0.1], [0.2, 0.3, -0.3], [-0.3, -0.4, 0.3], [0.6, -0.6, 0.6], [-0.7, 0.7, -0.7], [-0.1, 0.1, 0.0], [0.0, -0.1, -0.1], [0.1, 0.0, 0.1]],
  "homo_ev": -11.76,
  "smiles": "COC(=O)C#N",
  "de_lowest_kj_mol": 148.1,
  "charge": 0
}